1.
{
  "formula": "C4H13N2O2",
  "method": "ωB97M-V/def2-TZVPD",
  "de_lowest_kcal_mol": 2.6,
  "spin_multiplicity": 2,
  "total_charge": 2,
  "lumo_ev": [-8.067, -13.198],
  "species": ["C", "C", "C", "C", "N", "O", "N", "H", "H", "H", "H", "H", "H", "H", "H", "H", "H", "H", "H", "H", "O"],
  "positions_angstrom": [[-0.556683, 0.291196, -1.484413], [-1.072241, 1.270659, -0.418994], [-1.489429, 0.626731, 0.907461], [-0.353250, -0.113156, 1.583202], [-0.514743, -0.999887, 2.518586], [0.785953, 0.206845, 1.132991], [0.994273, 0.330071, -1.673849], [-0.896220, 0.645482, -2.439060], [-0.812456, -0.763437, -1.449698], [-1.924113, 1.820690, -0.809608], [-0.378633, 2.084601, -0.276272], [-2.277342, -0.100182, 0.770294], [-1.895175, 1.288135, 1.674062], [0.281930, -1.387250, 3.030533], [-1.419548, -1.420300, 2.686180], [1.458453, -0.586043, -1.471855], [1.282977, 0.624248, -2.613332], [1.437700, 0.980110, -1.032767], [1.795966, -1.464823, 0.267197], [3.231974, -1.798971, -0.371354], [2.320606, -1.534721, -0.529304]],
  "forces_ev_per_angstrom": [[1.31, 0.71, -0.95], [-0.42, -0.23, 0.09], [0.19, -0.06, -0.29], [-0.37, -0.40, 0.42], [0.56, -0.18, 0.04], [0.07, 0.28, 0.50], [-0.78, 0.17, -0.12], [-0.44, 0.04, -0.40], [-0.25, 0.01, 0.51], [-0.34, -0.33, -0.10], [0.57, 0.16, 0.23], [-0.24, -0.51, -0.26], [0.29, 0.50, -0.03], [-0.26, 0.04, -0.17], [-0.22, 0.23, 0.22], [0.14, 0.14, -0.09], [-0.34, -0.06, 0.06], [0.07, 0.24, 0.07], [0.71, -0.52, 0.44], [0.04, -0.18, 0.32], [-0.28, -0.05, -0.49]],
  "nbo_charge": [-0.237, -0.454, -0.454, 0.642, -0.671, -0.110, -0.706, 0.260, 0.242, 0.292, 0.249, 0.282, 0.315, 0.463, 0.467, 0.474, 0.455, 0.428, 0.475, 0.539, -0.950]
}



2.
{
  "formula": "C3H5O3",
  "method": "ωB97M-V/def2-TZVPD",
  "de_lowest_kcal_mol": 13.0,
  "spin_multiplicity": 1,
  "total_charge": -1,
  "lumo_ev": 4.449,
  "species": ["C", "C", "O", "H", "H", "H", "H", "O", "C", "O", "H"],
  "positions_angstrom": [[1.505360, -0.203895, 0.436116], [1.051082, 1.078661, 0.679815], [-0.164871, 1.501395, 0.297622], [2.471348, -0.405524, 0.860503], [0.872038, -0.959628, -0.009392], [1.624361, 1.827564, 1.222428], [-0.466245, 0.912763, -0.475197], [-1.449003, -1.395979, 0.409743], [-1.756269, -0.928286, -0.740823], [-1.038634, -0.108943, -1.431943], [-2.649166, -1.318128, -1.248873]],
  "forces_ev_per_angstrom": [[-0.31, 2.67, 0.92], [-0.27, -2.60, -0.83], [0.67, 0.85, -0.05], [0.36, -0.40, -0.09], [0.16, 0.15, 0.05], [0.08, -0.13, 0.02], [-0.25, -0.33, 0.36], [-1.23, 0.91, -2.44], [2.58, -0.37, 1.69], [-1.37, -0.72, 0.39], [-0.42, -0.04, -0.04]],
  "nbo_charge": [-0.589, 0.168, -0.742, 0.168, 0.241, 0.138, 0.509, -0.749, 0.624, -0.805, 0.037]
}